(1)
The following is a DFT calculation (the ωB97M-V functional and the def2-TZVPD basis) of C3H2FMnO2 as an isolated structure in a non-equilibrium geometry.

Its charge is +2. The calculation puts the HOMO energy (spin up / spin down) at -17.66 / -18.51 eV. As for the gap between HOMO and LUMO (spin up / spin down): 6.035 / 6.634 eV. For the energy relative to the best compared isomer or geometry (same formula, charge and spin), the calculation gives 0.00 kJ/mol. Its multiplicity is 7.

Each line ends with the natural charge from an NBO analysis.
CARTESIAN COORDINATES (ANGSTROEM)
H -2.745 0.426 1.302  0.544
F 0.792 1.056 -1.274  -0.255
O 1.791 -0.758 -0.610  -0.847
O -2.149 1.141 1.007  -0.556
C 0.795 -0.040 -0.546  0.909
C -0.402 -0.342 0.203  -0.598
C -0.978 0.791 0.670  0.696
H -0.459 -1.294 0.737  0.295
Mn 3.355 -0.981 -1.489  1.813

***

(2)
The following is a DFT calculation (the ωB97M-V functional and the def2-TZVPD basis) of one molecule with the formula C3H2FN3S in a non-equilibrium geometry.

The calculation puts the HOMO energy at -9.28 eV. As for the gap between HOMO and LUMO: 8.160 eV. For the energy relative to the best compared isomer or geometry (same formula, charge and spin), the calculation gives 32.46 kJ/mol. Its structure (SMILES) is Fc1nn[nH]c1C=S.

Each line ends with the natural charge from an NBO analysis.
CARTESIAN COORDINATES (ANGSTROEM)
C -0.757 0.789 0.046  0.502
C -0.178 -0.486 0.055  -0.053
C 1.209 -0.971 -0.058  -0.344
H -1.357 -2.311 0.234  0.430
H 1.355 -2.063 -0.015  0.209
N -2.091 0.650 0.005  -0.261
N -2.386 -0.600 -0.049  -0.024
N -1.247 -1.330 -0.014  -0.325
F -0.101 1.951 -0.014  -0.274
S 2.459 -0.014 0.004  0.140

***

(3)
The following is a DFT calculation (the ωB97M-V functional and the def2-TZVPD basis) of one molecule with the formula C3H2FNO2 in a non-equilibrium geometry.

The calculation puts the HOMO energy at -9.56 eV. As for the gap between HOMO and LUMO: 10.262 eV. For the energy relative to the best compared isomer or geometry (same formula, charge and spin), the calculation gives 193.67 kJ/mol. Its structure (SMILES) is Oc1coc(F)n1.

Each line ends with the natural charge from an NBO analysis.
CARTESIAN COORDINATES (ANGSTROEM)
C 0.582 0.314 0.204  0.371
C 0.370 -0.830 -0.334  -0.075
C -1.439 -0.038 0.454  0.848
H 2.302 0.813 -0.425  0.468
H 0.737 -1.331 -1.323  0.216
N -0.459 0.746 0.939  -0.495
O 1.646 1.210 -0.034  -0.638
O -1.059 -1.180 -0.287  -0.426
F -2.681 0.296 0.805  -0.269

***

(4)
The following is a DFT calculation (the ωB97M-V functional and the def2-TZVPD basis) of a 2-piece molecular cluster, C3H2FNOS overall in a non-equilibrium geometry.

The calculation puts the HOMO energy at -10.63 eV. As for the gap between HOMO and LUMO: 9.174 eV. For the energy relative to the best compared isomer or geometry (same formula, charge and spin), the calculation gives 361.00 kJ/mol.

Each line ends with the natural charge from an NBO analysis.
CARTESIAN COORDINATES (ANGSTROEM)
C 0.852 -0.746 -0.642  -0.012
C -0.473 -0.680 -0.826  -0.441
C 0.471 0.766 0.827  0.430
N 1.395 0.174 0.261  -0.425
O -2.250 0.264 0.963  -0.887
F 0.726 2.225 1.901  -0.449
S -1.192 0.722 0.087  1.303
H 1.543 -1.444 -1.086  0.230
H -1.070 -1.281 -1.485  0.251

***

(5)
The following is a DFT calculation (the ωB97M-V functional and the def2-TZVPD basis) of C3H2FO2Rb as an isolated structure in a non-equilibrium geometry.

The calculation puts the HOMO energy (spin up / spin down) at -5.27 / -5.26 eV. As for the gap between HOMO and LUMO (spin up / spin down): 4.430 / 4.429 eV. For the energy relative to the best compared isomer or geometry (same formula, charge and spin), the calculation gives 27.99 kJ/mol.

Each line ends with the natural charge from an NBO analysis.
CARTESIAN COORDINATES (ANGSTROEM)
C 3.240 -2.243 -1.972  0.545
O 2.826 -1.370 -1.386  -0.544
O -2.822 0.389 -1.194  -0.661
C -2.476 0.497 -0.011  0.017
C -2.622 -0.757 0.852  -0.098
H -2.874 -1.683 0.315  0.151
H -3.339 -0.598 1.671  0.162
Rb 0.853 1.010 0.379  0.860
F -1.343 -0.982 1.462  -0.431

***

(6)
The following is a DFT calculation (the ωB97M-V functional and the def2-TZVPD basis) of C3H2FO3Tl as an isolated structure in a non-equilibrium geometry.

Its charge is +2. The calculation puts the HOMO energy (spin up / spin down) at -18.92 / -18.92 eV. As for the gap between HOMO and LUMO (spin up / spin down): 7.375 / 7.383 eV. For the energy relative to the best compared isomer or geometry (same formula, charge and spin), the calculation gives 442.68 kJ/mol.

Each line ends with the natural charge from an NBO analysis.
CARTESIAN COORDINATES (ANGSTROEM)
C 0.241 -0.598 0.624  1.004
C -1.792 -0.605 2.321  0.309
O -2.248 -0.195 1.165  -0.364
C -2.091 -0.950 0.006  0.702
O -0.952 -0.869 -0.479  -0.416
O 0.923 -1.511 0.934  -0.535
F 0.683 0.592 0.417  -0.221
H -1.565 0.198 3.030  0.264
H -1.977 -1.665 2.538  0.259
Tl 3.436 -2.349 1.193  0.998

***

(7)
The following is a DFT calculation (the ωB97M-V functional and the def2-TZVPD basis) of one molecule with the formula C3H2FOP in a non-equilibrium geometry.

The calculation puts the HOMO energy at -9.81 eV. As for the gap between HOMO and LUMO: 9.299 eV. For the energy relative to the best compared isomer or geometry (same formula, charge and spin), the calculation gives 55.43 kJ/mol. Its structure (SMILES) is C#CC(=O)PF.

Each line ends with the natural charge from an NBO analysis.
CARTESIAN COORDINATES (ANGSTROEM)
C 2.094 0.245 0.405  -0.138
C 0.971 0.648 0.255  -0.150
C -0.438 0.613 -0.051  0.241
O -1.198 1.502 -0.510  -0.480
F -2.571 -0.711 -0.287  -0.570
P -1.201 -1.153 0.344  0.911
H 3.131 0.251 0.800  0.257
H -0.788 -1.394 -0.955  -0.071

***

(8)
The following is a DFT calculation (the ωB97M-V functional and the def2-TZVPD basis) of C3H2GaLiO3 as an isolated structure in a non-equilibrium geometry.

Its charge is +1. The calculation puts the HOMO energy (spin up / spin down) at -10.53 / -10.72 eV. As for the gap between HOMO and LUMO (spin up / spin down): 5.178 / 4.675 eV. For the energy relative to the best compared isomer or geometry (same formula, charge and spin), the calculation gives 0.00 kJ/mol. Its multiplicity is 2.

Each line ends with the natural charge from an NBO analysis.
CARTESIAN COORDINATES (ANGSTROEM)
O -0.165 -2.111 -1.856  -0.354
C -0.099 -0.896 -1.843  -0.175
O 1.628 0.455 0.891  -0.689
C 0.987 0.841 1.870  0.061
C -0.467 1.336 1.701  0.031
O -1.002 1.332 0.589  -0.714
Ga 0.263 0.373 -0.341  1.468
H 1.346 0.853 2.899  0.204
H -0.922 1.704 2.621  0.203
Li -1.398 0.117 -3.226  0.964

***

(9)
The following is a DFT calculation (the ωB97M-V functional and the def2-TZVPD basis) of C3H2HgMgO2 as an isolated structure in a non-equilibrium geometry.

Its charge is +2. The calculation puts the HOMO energy (spin up / spin down) at -15.99 / -18.30 eV. As for the gap between HOMO and LUMO (spin up / spin down): 4.082 / 6.629 eV. Its multiplicity is 3.

Each line ends with the natural charge from an NBO analysis.
CARTESIAN COORDINATES (ANGSTROEM)
C -0.055 1.224 -1.140  -0.494
C 0.469 1.329 0.020  0.066
H -0.640 2.056 -1.542  0.323
H 1.345 1.808 0.451  0.287
O 0.372 -0.022 1.344  -0.536
C 0.751 -1.145 0.965  0.813
O 0.043 -1.836 0.202  -0.869
Hg -0.671 -0.962 -1.928  0.829
Mg -1.615 -2.451 1.628  1.581

***

(10)
The following is a DFT calculation (the ωB97M-V functional and the def2-TZVPD basis) of C3H2HgO3 as an isolated structure in a non-equilibrium geometry.

The calculation puts the HOMO energy (spin up / spin down) at -7.45 / -7.95 eV. As for the gap between HOMO and LUMO (spin up / spin down): 7.693 / 5.157 eV. For the energy relative to the best compared isomer or geometry (same formula, charge and spin), the calculation gives 220.29 kJ/mol. Its multiplicity is 3.

Each line ends with the natural charge from an NBO analysis.
CARTESIAN COORDINATES (ANGSTROEM)
O 0.572 0.146 -0.067  -0.623
C -0.261 1.217 0.405  -0.301
C -0.931 0.951 1.551  0.379
O -1.050 -0.075 2.248  -0.804
Hg 0.412 -1.593 1.419  0.832
H -0.176 2.156 -0.134  0.225
C 0.482 0.006 -1.368  0.479
O 0.380 -1.309 -1.565  -0.698
H 0.571 -1.501 -2.489  0.511

***

Number 1: calculated total energy -41252.8830 eV, molecular weight 143.983 g/mol. Number 2: calculated total energy -21164.2697 eV, molecular weight 131.135 g/mol. Number 3: calculated total energy -11443.1170 eV, molecular weight 103.052 g/mol. Number 4: calculated total energy -20228.9921 eV, molecular weight 119.120 g/mol. Number 5: calculated total energy -10608.1429 eV, molecular weight 174.513 g/mol. Number 6: calculated total energy -16672.8217 eV, molecular weight 309.427 g/mol. Number 7: calculated total energy -17194.1524 eV, molecular weight 104.020 g/mol. Number 8: calculated total energy -61856.1051 eV, molecular weight 162.710 g/mol. Number 9: calculated total energy -16832.2399 eV, molecular weight 294.942 g/mol. Number 10: calculated total energy -13453.7492 eV, molecular weight 286.636 g/mol.